Entry 1:
ORCA calculation (the ωB97M-V functional and the def2-TZVPD basis) on a 2-piece molecular cluster, HN3O overall at a distorted geometry.

Element x y z (Å)
N1 -1.202 -0.167 0.010
N2 -0.731 -1.225 -0.035
N3 1.546 -0.207 0.039
O1 0.923 0.810 -0.043
H1 -0.536 0.788 0.028

The value obtained for the molar mass is 59.0 g mol⁻¹. The HOMO-LUMO gap (spin up / spin down) is 7.69 / 8.23 eV. The HOMO energy (spin up / spin down) is -8.17 / -8.98 eV. The value obtained for the relative energy (zero: lowest compared OMol25 entry of this formula, charge and spin) is 257.00 kJ/mol. The total charge is 0. Its maximum force is 3.80 eV Å⁻¹.

***

Entry 2:
ORCA calculation (the ωB97M-V functional and the def2-TZVPD basis) on HN3O3S in the gas phase at a distorted geometry.

Element x y z (Å)
N1 -1.754 -0.697 -0.548
N2 0.569 -0.431 0.224
N3 1.102 0.844 0.023
O1 2.208 0.842 -0.431
O2 -2.948 -0.644 -0.722
O3 0.373 1.730 0.267
S1 -0.972 -0.701 0.889
H1 1.423 -0.943 0.297

The value obtained for the molar mass is 123.1 g mol⁻¹. The HOMO-LUMO gap (spin up / spin down) is 8.47 / 9.10 eV. The HOMO energy (spin up / spin down) is -8.43 / -10.93 eV. The expectation value of S² is 2.009. The total charge is 0. Its maximum force is 2.82 eV Å⁻¹. As for the multiplicity: 3.

***

Entry 3:
ORCA calculation (the ωB97M-V functional and the def2-TZVPD basis) on HNO in the gas phase at a distorted geometry.

Element x y z (Å)
N1 0.283 -0.360 -0.793
O1 -1.011 -1.092 -1.251
H1 0.013 0.046 0.037

The value obtained for the molar mass is 31.0 g mol⁻¹. The SMILES is N=O. The HOMO-LUMO gap (spin up / spin down) is 8.88 / 8.88 eV. The HOMO energy (spin up / spin down) is -11.44 / -11.44 eV. The value obtained for the relative energy (zero: lowest compared OMol25 entry of this formula, charge and spin) is 261.75 kJ/mol. The total charge is 0. Its maximum force is 10.96 eV Å⁻¹.

***

Entry 4:
ORCA calculation (the ωB97M-V functional and the def2-TZVPD basis) on HNO2P2 in the gas phase at a distorted geometry.

Element x y z (Å)
N1 -2.256 -0.461 -0.076
O1 0.705 -0.401 -0.030
O2 2.994 0.919 -0.266
P1 -0.907 0.284 0.306
P2 2.538 -0.421 -0.053
H1 -3.074 0.080 0.119

The value obtained for the molar mass is 109.0 g mol⁻¹. The SMILES is [H]/N=P/OP=O. The HOMO-LUMO gap is 8.58 eV. The HOMO energy is -9.57 eV. The value obtained for the relative energy (zero: lowest compared OMol25 entry of this formula, charge and spin) is 130.27 kJ/mol. The total charge is 0. Its maximum force is 4.17 eV Å⁻¹.

***

Entry 5:
ORCA calculation (the ωB97M-V functional and the def2-TZVPD basis) on HNO2PS as an isolated structure at a distorted geometry.

Element x y z (Å)
N1 0.451 0.618 0.309
O1 -1.092 -1.403 -0.224
O2 -1.892 1.200 -0.568
P1 1.241 -0.677 -0.080
S1 -1.218 0.268 0.336
H1 2.510 -0.007 0.227

The value obtained for the molar mass is 110.1 g mol⁻¹. The HOMO-LUMO gap (spin up / spin down) is 6.06 / 6.15 eV. The HOMO energy (spin up / spin down) is -1.95 / -4.13 eV. The expectation value of S² is 2.017. The value obtained for the relative energy (zero: lowest compared OMol25 entry of this formula, charge and spin) is 207.47 kJ/mol. The total charge is -1. Its maximum force is 5.80 eV Å⁻¹. As for the multiplicity: 3.

***

Entry 6:
ORCA calculation (the ωB97M-V functional and the def2-TZVPD basis) on HNO2S in the gas phase at a distorted geometry.

Element x y z (Å)
N1 -0.767 0.227 -0.248
O1 1.973 1.201 0.447
O2 -0.441 -0.702 0.822
S1 0.787 -0.407 -0.221
H1 -1.552 -0.320 -0.800

The value obtained for the molar mass is 79.1 g mol⁻¹. The HOMO-LUMO gap (spin up / spin down) is 8.92 / 8.92 eV. The HOMO energy (spin up / spin down) is -10.13 / -10.13 eV. The value obtained for the relative energy (zero: lowest compared OMol25 entry of this formula, charge and spin) is 567.45 kJ/mol. The total charge is 0. Its maximum force is 5.99 eV Å⁻¹.

***

Entry 7:
ORCA calculation (the ωB97M-V functional and the def2-TZVPD basis) on HNO3S in the gas phase at a distorted geometry.

Element x y z (Å)
N1 -1.138 0.593 0.034
O1 -2.310 0.474 -0.032
O2 -0.492 -0.489 -0.486
O3 1.539 0.954 0.041
S1 1.277 -0.335 -0.474
H1 1.124 -1.195 0.917

The value obtained for the molar mass is 95.1 g mol⁻¹. The HOMO-LUMO gap is 10.04 eV. The HOMO energy is -10.47 eV. The value obtained for the relative energy (zero: lowest compared OMol25 entry of this formula, charge and spin) is 169.74 kJ/mol. The total charge is 0. Its maximum force is 5.26 eV Å⁻¹.

***

Entry 8:
ORCA calculation (the ωB97M-V functional and the def2-TZVPD basis) on HNO3S3 in the gas phase at a distorted geometry.

Element x y z (Å)
N1 0.498 0.179 -0.660
O1 -1.869 -0.137 -1.900
O2 1.061 -1.212 1.239
O3 -1.180 -0.394 0.709
S1 -0.935 -0.802 -1.023
S2 0.904 1.676 1.884
S3 0.369 0.011 0.970
H1 1.151 0.680 -1.219

The value obtained for the molar mass is 159.2 g mol⁻¹. The HOMO-LUMO gap is 8.97 eV. The HOMO energy is -9.86 eV. The value obtained for the relative energy (zero: lowest compared OMol25 entry of this formula, charge and spin) is 113.98 kJ/mol. The total charge is 0. Its maximum force is 2.61 eV Å⁻¹.

***

Entry 9:
ORCA calculation (the ωB97M-V functional and the def2-TZVPD basis) on HO2PPm as an isolated structure at a distorted geometry.

Element x y z (Å)
P1 -1.012 0.826 -0.041
O1 -0.078 2.067 0.033
Pm1 2.053 0.889 0.022
O2 -0.030 -0.382 -0.007
H1 -0.933 -3.399 -0.007

The value obtained for the molar mass is 209.0 g mol⁻¹. The HOMO-LUMO gap (spin up / spin down) is 3.04 / 8.28 eV. The HOMO energy (spin up / spin down) is -16.42 / -19.95 eV. The expectation value of S² is 8.767. The total charge is +2. Its maximum force is 4.61 eV Å⁻¹. As for the multiplicity: 6.

***

Entry 10:
ORCA calculation (the ωB97M-V functional and the def2-TZVPD basis) on HO2PS in the gas phase at a distorted geometry.

Element x y z (Å)
O1 -3.252 -0.607 -0.556
O2 -0.446 1.575 0.771
P1 -0.704 0.866 -0.550
S1 -2.234 -0.108 0.428
H1 0.485 0.339 -0.882

The value obtained for the molar mass is 96.0 g mol⁻¹. The HOMO-LUMO gap (spin up / spin down) is 7.29 / 7.65 eV. The HOMO energy (spin up / spin down) is -9.67 / -9.52 eV. The value obtained for the relative energy (zero: lowest compared OMol25 entry of this formula, charge and spin) is 287.93 kJ/mol. The total charge is 0. Its maximum force is 2.85 eV Å⁻¹.

***

Entry 11:
ORCA calculation (the ωB97M-V functional and the def2-TZVPD basis) on an isolated ion of composition HO3P2S2 and charge -1 at a distorted geometry.

Element x y z (Å)
O1 -0.057 -2.109 0.113
O2 -1.979 0.288 0.161
O3 -0.388 1.820 1.383
P1 0.952 -1.096 0.564
P2 -0.394 0.870 0.273
S1 1.860 -0.592 -1.302
S2 1.764 1.427 -0.987
H1 -1.757 -0.609 -0.207

The value obtained for the molar mass is 175.1 g mol⁻¹. The SMILES is O=P1=[P@]([O-])(O)SS1. The HOMO-LUMO gap is 6.70 eV. The HOMO energy is -3.94 eV. The value obtained for the relative energy (zero: lowest compared OMol25 entry of this formula, charge and spin) is 224.87 kJ/mol. The total charge is -1. Its maximum force is 2.08 eV Å⁻¹.

***

Entry 12:
ORCA calculation (the ωB97M-V functional and the def2-TZVPD basis) on HO3P2S2 as an isolated structure at a distorted geometry.

Element x y z (Å)
O1 2.641 1.115 0.222
O2 -1.708 -1.272 0.226
O3 -1.503 1.338 -0.361
P1 1.582 0.816 -0.774
P2 -0.381 1.353 0.544
S1 1.192 -1.549 -0.461
S2 -0.135 -1.315 0.978
H1 -1.688 -0.488 -0.375

The value obtained for the molar mass is 175.1 g mol⁻¹. The HOMO-LUMO gap is 6.46 eV. The HOMO energy is -3.10 eV. The value obtained for the relative energy (zero: lowest compared OMol25 entry of this formula, charge and spin) is 389.07 kJ/mol. The total charge is -1. Its maximum force is 4.79 eV Å⁻¹.